1.
C36H30BCoN3O3P2 as an isolated structure in a non-equilibrium geometry. Source: OMol25; level of theory: ωB97M-V/def2-TZVPD.

CARTESIAN COORDINATES (ANGSTROEM)
Co 8.658 14.007 10.280
C 10.885 13.416 6.913
C 9.456 12.805 6.878
P 9.375 11.310 8.048
C 8.880 9.910 7.035
C 7.553 9.506 6.951
C 7.305 8.293 6.286
C 8.324 7.487 5.836
C 9.660 7.954 5.790
C 9.905 9.201 6.349
C 7.851 11.536 9.064
C 7.357 12.873 9.239
C 6.661 13.180 10.486
C 6.351 12.119 11.375
C 6.664 10.826 11.104
C 7.432 10.542 9.980
C 11.003 14.741 7.679
P 10.520 14.673 9.519
C 11.435 16.191 10.004
C 11.399 17.295 9.164
C 12.084 18.475 9.442
C 12.841 18.514 10.656
C 13.073 17.362 11.381
C 12.249 16.217 11.113
C 11.730 13.353 10.085
C 11.093 12.355 10.825
C 11.696 11.208 11.164
C 13.080 11.082 10.963
C 13.702 12.052 10.203
C 13.085 13.256 9.796
H 11.158 13.553 5.865
H 11.629 12.657 7.273
H 9.267 12.421 5.863
H 8.673 13.496 7.176
H 6.829 10.182 7.488
H 6.283 7.996 6.057
H 8.185 6.433 5.478
H 10.438 7.330 5.235
H 10.910 9.622 6.379
H 7.129 13.418 8.337
H 6.229 14.172 10.729
H 5.846 12.461 12.278
H 6.371 10.044 11.818
H 7.971 9.600 9.823
H 10.344 15.503 7.286
H 12.060 15.088 7.633
H 10.927 17.261 8.173
H 12.005 19.354 8.798
H 13.304 19.462 10.953
H 13.682 17.427 12.296
H 12.403 15.283 11.701
H 10.014 12.576 11.091
H 11.126 10.395 11.603
H 13.697 10.457 11.650
H 14.738 11.940 9.958
H 13.652 14.015 9.233
O 7.845 15.423 7.688
B 8.322 15.507 9.075
O 8.033 16.885 9.590
C 7.293 17.501 8.541
C 6.845 18.806 8.460
C 5.958 19.122 7.383
C 5.629 18.126 6.426
C 6.234 16.889 6.404
C 7.115 16.619 7.460
H 7.052 19.516 9.270
H 5.466 20.108 7.358
H 4.860 18.309 5.684
H 6.053 16.112 5.712
O 8.439 15.270 11.983
N 9.203 14.380 12.413
C 9.470 14.331 13.756
C 10.367 13.416 14.342
N 11.243 12.787 14.788
C 8.786 15.210 14.593
N 8.204 16.133 15.027

The spin multiplicity is 4. As for the energy: -105306.390 eV. Its energy above the lowest of the compared OMol25 structures with the same formula, charge and spin is 0.00 kJ/mol. The expectation value of S² is 3.783.

---

2.
A 12-piece molecular cluster, C39H92F2N8O11P overall in a non-equilibrium geometry. Source: OMol25; level of theory: ωB97M-V/def2-TZVPD.

CARTESIAN COORDINATES (ANGSTROEM)
C -2.798 3.249 -1.120
C -3.034 1.973 -0.293
C -2.191 0.744 -0.632
C -0.737 0.789 -0.079
N 0.178 -0.265 -0.714
C 1.559 -0.393 -0.028
C 2.550 -0.780 -1.152
C 1.755 -0.725 -2.462
C 0.539 0.142 -2.156
C -0.487 -1.656 -0.667
H -3.261 4.065 -0.564
H -3.253 3.035 -2.088
H -1.736 3.460 -1.241
H -4.080 1.677 -0.260
H -2.787 2.255 0.736
H -2.292 0.386 -1.660
H -2.703 -0.104 -0.168
H -0.621 0.612 0.988
H -0.253 1.737 -0.320
H 1.409 -1.103 0.796
H 1.730 0.604 0.379
H 2.898 -1.789 -0.950
H 3.306 -0.024 -1.350
H 1.485 -1.732 -2.781
H 2.313 -0.207 -3.242
H -0.387 0.046 -2.722
H 0.821 1.193 -2.231
H -1.160 -1.837 0.171
H 0.291 -2.418 -0.687
H -1.053 -1.867 -1.578
F -0.171 -4.095 -0.037
F 1.270 -2.403 2.409
C 0.002 1.312 7.227
C 0.719 2.653 7.019
C 0.640 3.259 5.652
C -0.776 3.751 5.374
C -0.933 4.842 4.231
C -0.518 4.291 2.845
H -1.068 1.551 7.221
H 0.224 0.937 8.224
H -0.022 0.550 6.451
H 0.409 3.383 7.766
H 1.805 2.538 7.114
H 1.089 2.745 4.800
H 1.261 4.165 5.659
H -1.344 2.842 5.148
H -1.277 4.093 6.282
H -1.992 5.090 4.149
H -0.383 5.752 4.472
H -1.198 3.501 2.521
H -0.636 5.018 2.037
H 0.523 3.971 2.820
C -2.400 -1.804 -4.674
C -3.486 -1.767 -3.618
O -3.876 -0.723 -3.117
N -3.922 -3.012 -3.304
C -5.235 -3.216 -2.752
H -1.700 -2.628 -4.529
H -1.758 -0.923 -4.715
H -2.893 -1.800 -5.647
H -3.375 -3.801 -3.600
H -5.247 -3.105 -1.667
H -5.664 -4.152 -3.105
H -5.937 -2.459 -3.110
C 2.423 5.019 -1.661
C 2.747 3.704 -0.980
O 1.886 2.987 -0.491
N 4.043 3.305 -0.977
C 4.613 2.163 -0.232
H 2.635 4.875 -2.723
H 3.169 5.738 -1.318
H 1.389 5.335 -1.573
H 4.661 4.045 -1.270
H 3.917 1.562 0.349
H 5.459 2.436 0.393
H 4.894 1.495 -1.048
C 3.489 -0.478 4.545
C 4.590 -1.046 3.743
O 5.603 -1.456 4.322
N 4.491 -0.997 2.408
C 5.667 -1.159 1.553
H 2.511 -0.784 4.155
H 3.528 0.614 4.539
H 3.432 -0.812 5.578
H 3.668 -0.610 1.977
H 5.764 -0.251 0.951
H 5.597 -2.014 0.879
H 6.617 -1.260 2.071
C 3.035 -6.763 0.931
C 2.460 -5.504 1.572
O 1.400 -5.549 2.191
N 2.908 -4.289 1.265
C 4.053 -3.899 0.420
H 2.155 -7.382 0.766
H 3.688 -7.249 1.656
H 3.510 -6.550 -0.026
H 2.313 -3.472 1.468
H 4.189 -4.512 -0.474
H 5.008 -3.998 0.951
H 4.053 -2.834 0.193
C 4.152 -5.550 -3.552
C 3.963 -4.082 -3.920
O 4.277 -3.158 -3.179
N 3.463 -3.884 -5.167
C 3.228 -2.531 -5.677
H 3.871 -6.176 -4.402
H 3.495 -5.838 -2.730
H 5.161 -5.825 -3.253
H 3.250 -4.701 -5.711
H 2.161 -2.324 -5.784
H 3.674 -2.416 -6.665
H 3.577 -1.760 -4.996
C -7.207 2.429 1.794
C -6.881 1.466 0.716
O -7.122 0.270 0.844
N -6.484 1.983 -0.454
C -6.339 1.196 -1.658
H -7.211 3.495 1.562
H -6.485 2.350 2.610
H -8.198 2.192 2.178
H -6.153 2.933 -0.423
H -5.531 1.588 -2.276
H -7.248 1.277 -2.257
H -6.119 0.152 -1.450
C 2.490 3.714 -5.483
C 1.195 2.900 -5.357
O 0.553 2.966 -4.323
N 0.779 2.246 -6.462
C -0.253 1.228 -6.417
H 2.914 3.353 -6.423
H 3.224 3.428 -4.730
H 2.275 4.776 -5.406
H 1.344 2.324 -7.289
H -0.908 1.190 -5.550
H 0.215 0.238 -6.400
H -0.836 1.275 -7.336
C -4.534 0.024 3.941
O -3.776 -1.152 4.097
P -2.529 -1.501 3.141
O -1.803 -2.771 3.267
O -3.259 -1.415 1.660
C -4.360 -2.213 1.325
O -1.676 -0.194 2.891
C -0.588 0.065 3.797
H -4.314 0.791 4.689
H -5.604 -0.149 4.059
H -4.414 0.570 3.003
H -4.247 -2.706 0.358
H -5.182 -1.501 1.184
H -4.746 -2.961 2.019
H 0.311 -0.181 3.232
H -0.708 -0.395 4.776
H -0.551 1.136 4.013

As for the energy: -91103.715 eV. As for the total charge: -1.

---

3.
C21H21Cl5N7O3PW as an isolated structure in a non-equilibrium geometry. Source: OMol25; level of theory: ωB97M-V/def2-TZVPD.

CARTESIAN COORDINATES (ANGSTROEM)
W 0.148 0.758 -0.342
C 3.762 -1.414 3.364
N 3.225 -0.503 2.342
C 3.871 0.595 1.843
C 3.024 1.175 0.954
N 1.858 0.448 0.922
C 2.009 -0.566 1.777
P 0.936 -2.047 1.778
C 0.894 -2.192 -0.044
N 0.669 -1.184 -0.891
C 0.944 -1.640 -2.155
C 1.331 -2.940 -2.066
N 1.299 -3.273 -0.740
C 1.663 -4.581 -0.177
C -0.623 -1.126 1.981
N -0.967 -0.054 1.270
C -2.230 0.311 1.676
C -2.639 -0.548 2.641
N -1.620 -1.449 2.822
C -1.609 -2.545 3.801
H 4.591 -0.924 3.865
H 2.998 -1.647 4.099
H 4.122 -2.334 2.911
H 4.871 0.871 2.143
H 3.214 2.030 0.328
H 0.845 -1.009 -3.021
H 1.617 -3.641 -2.835
H 1.683 -5.315 -0.977
H 2.647 -4.540 0.285
H 0.930 -4.888 0.562
H -2.761 1.137 1.236
H -3.559 -0.589 3.204
H -2.574 -2.584 4.294
H -1.429 -3.495 3.306
H -0.839 -2.378 4.549
Cl -5.849 0.707 -5.087
C -4.600 0.857 -3.934
C -4.043 -0.281 -3.354
Cl -4.633 -1.833 -3.758
C -3.010 -0.156 -2.438
Cl -2.378 -1.576 -1.687
C -2.503 1.102 -2.078
O -1.471 1.265 -1.205
C -3.142 2.230 -2.595
Cl -2.713 3.790 -2.001
C -4.157 2.115 -3.540
Cl -4.867 3.522 -4.198
N -0.113 2.916 0.446
C 0.848 3.936 -0.110
C 1.067 3.741 -1.610
C 1.988 2.574 -1.827
O 3.166 2.676 -1.986
O 1.367 1.360 -1.713
H -1.043 3.185 0.144
H -0.107 2.997 1.457
H 1.789 3.833 0.427
H 0.471 4.938 0.080
H 1.512 4.632 -2.044
H 0.120 3.549 -2.094

The spin multiplicity is 3. As for the energy: -112407.399 eV. Its energy above the lowest of the compared OMol25 structures with the same formula, charge and spin is 0.00 kJ/mol. As for the total charge: +2. The expectation value of S² is 2.012.

---

4.
A 2-piece molecular cluster, C2HClN2O2 overall in a non-equilibrium geometry. Source: OMol25; level of theory: ωB97M-V/def2-TZVPD.

CARTESIAN COORDINATES (ANGSTROEM)
C -1.629 0.523 -0.727
C 1.933 0.597 0.671
N -1.118 -0.444 -0.245
N -0.083 -1.041 0.099
O 2.394 -0.438 0.861
O 1.411 1.579 0.452
Cl -2.665 1.076 -1.924
H -0.244 -1.851 0.812

As for the energy: -21684.739 eV. Its energy above the lowest of the compared OMol25 structures with the same formula, charge and spin is 253.37 kJ/mol.